[1]
Density functional theory data (ωB97M-V/def2-TZVPD) for a 3-piece molecular cluster, C12H28B3F9NO5PS2 overall.

Results
structure (SMILES): NB1OB(CCCCC(F)(F)C(F)(F)S(F)(F)(F)(F)F)OB([PH2]=S)O1.CC(C)O.CC(C)O
frontier orbital gap: 8.5 eV
total charge: 0
highest occupied orbital energy: -8.2 eV
LUMO energy: 0.2 eV

XYZ file:
```
61
C12H28B3F9NO5PS2, DFT ωB97M-V/def2-TZVPD
N 0.69601 -4.36150 3.58062
B 1.03419 -3.00978 3.33020
O 0.55888 -1.96647 4.12799
B 0.14864 -0.84572 3.42720
C -0.58775 0.33380 4.14221
C -0.97105 1.53107 3.25081
C -2.45672 1.60233 2.85061
C -3.15205 0.27093 2.54548
C -2.98166 -0.18113 1.10424
F -1.78799 0.24413 0.60966
F -3.92658 0.35693 0.30381
C -2.92471 -1.73303 0.88738
F -2.12654 -2.26420 1.82049
F -2.38064 -1.98279 -0.30120
S -4.58063 -2.67650 0.91421
F -4.96581 -2.01028 -0.46618
F -5.29718 -1.49418 1.70267
F -4.24276 -3.36263 2.30708
F -3.90408 -3.89583 0.16193
F -5.94964 -3.45151 0.89479
O 0.46351 -0.80640 2.06959
B 1.62782 -1.46556 1.72148
P 2.87119 -0.56424 0.53549
S 3.63889 -1.61107 -0.92438
O 1.89452 -2.68074 2.26644
H 0.45122 -4.93392 2.78506
H 0.01262 -4.47356 4.31803
H 0.10032 0.66557 4.92818
H -1.44951 -0.05950 4.68891
H -0.74341 2.44741 3.79887
H -0.34434 1.56040 2.35922
H -3.01680 2.11234 3.63508
H -2.54566 2.23739 1.96555
H -2.84962 -0.52771 3.21899
H -4.22477 0.39453 2.69018
H 3.83759 -0.03236 1.41556
H 2.16108 0.58406 0.14482
C 2.39726 -1.51820 -5.12323
C 3.52859 -0.57029 -4.75756
C 4.04641 0.19321 -5.96719
O 4.58225 -1.27264 -4.11020
H 2.74798 -2.26601 -5.84078
H 2.04388 -2.04200 -4.23503
H 1.55942 -0.98275 -5.57320
H 3.17233 0.13825 -4.00656
H 4.44604 -0.50263 -6.71061
H 4.84939 0.87055 -5.67608
H 3.25228 0.77423 -6.43906
H 4.93250 -1.92584 -4.72650
C -0.52651 2.97741 -1.25023
C 0.55661 3.93758 -0.78586
C 1.13296 4.74569 -1.93668
O 1.59204 3.23129 -0.09894
H -0.11488 2.26098 -1.96748
H -0.92717 2.41301 -0.40885
H -1.34612 3.50969 -1.73525
H 0.14231 4.61684 -0.03808
H 1.59086 4.07956 -2.67360
H 1.90238 5.42911 -1.57778
H 0.35716 5.32520 -2.43869
H 1.99545 2.62745 -0.73366
```

Table of Mulliken atomic charges, one value per atom, all in e: -0.493 0.647 -0.557 0.452 -0.998 -0.028 -1.097 -0.851 1.099 -0.182 -0.347 0.289 -0.316 -0.294 1.372 -0.291 -0.314 -0.306 -0.305 -0.287 0.069 0.108 0.132 -0.368 -0.413 0.239 0.218 0.429 0.436 0.467 -0.045 0.433 0.320 0.348 0.522 0.062 -0.123 -1.201 0.555 -1.351 -0.502 0.328 0.279 0.367 0.161 0.350 0.323 0.369 0.325 -0.923 0.453 -1.397 -0.508 0.286 -0.006 0.423 0.289 0.308 0.334 0.399 0.309

***

[2]
Density functional theory data (ωB97M-V/def2-TZVPD) for C12H28CdN11O7 as an isolated structure.

Results
frontier orbital gap: 4.4 eV
total charge: +1
highest occupied orbital energy: -10.0 eV
LUMO energy: -5.6 eV

XYZ file:
```
59
C12H28CdN11O7, DFT ωB97M-V/def2-TZVPD
Cd 3.74659 -0.14796 0.41560
N 0.69954 -1.16395 0.35465
O 1.60090 -0.31488 0.41704
O 0.97072 -2.28205 0.69628
O -0.38476 -0.89265 -0.14573
C 3.19367 -1.20966 3.32305
O 3.80755 -0.78572 2.33941
N 2.20109 -2.07889 3.19618
N 3.53264 -1.00967 4.55574
H 1.58748 -2.21588 3.98664
H 1.99993 -2.17565 2.21116
H 4.24941 -0.30184 4.62859
H 2.95881 -1.39729 5.29098
C -3.46471 0.76773 -1.22540
O -4.48021 1.04826 -1.82954
N -2.67421 1.52922 -0.49372
N -2.95694 -0.46817 -1.29010
H -1.82029 1.10356 -0.16247
H -2.94720 2.44704 -0.17252
H -3.46626 -1.13306 -1.85457
H -2.00788 -0.70300 -1.03663
C 0.37730 -2.61207 -3.19136
O 1.48898 -2.13068 -3.09136
N -0.22209 -3.31639 -2.20991
N -0.41037 -2.50271 -4.22997
H -1.14212 -3.69663 -2.38043
H 0.18040 -3.37010 -1.28513
H -1.33923 -2.89861 -4.25422
H -0.06431 -1.86888 -4.93609
C 3.60288 2.91880 1.38730
O 3.41384 1.75747 1.04597
N 3.14229 3.93663 0.80647
N 4.20788 3.29970 2.48911
H 2.57287 3.73439 -0.00283
H 3.45132 4.80906 1.21078
H 4.58003 2.55065 3.05527
H 4.42673 4.26477 2.69122
C -1.88939 0.86227 -4.52832
C -0.96155 1.96960 -3.98751
C 0.15161 1.38573 -3.05850
C 0.70851 2.37843 -2.12165
N 1.10959 3.18443 -1.33852
H -1.50022 0.31644 -5.38780
H -2.76272 1.41430 -4.87569
H -2.24448 0.12595 -3.80732
H -1.48130 2.75104 -3.43316
H -0.48481 2.45667 -4.83814
H 0.96883 0.93059 -3.61805
H -0.38166 0.68027 -2.42128
N -2.09189 -1.61998 2.43289
C -1.93400 -2.08768 3.67880
C -2.66700 -1.24723 4.50215
C -3.38961 -0.35288 3.64693
C -3.00242 -0.60813 2.34082
H -1.56836 -1.98347 1.64938
H -1.24958 -2.91074 3.82213
H -2.73103 -1.35645 5.57470
H -4.09224 0.34556 4.07694
H -3.11839 -0.12550 1.38164
```

Table of Mulliken atomic charges, one value per atom, all in e: 1.157 0.797 -0.401 -0.840 -0.491 0.640 -0.624 -0.287 -0.359 0.223 0.133 0.263 0.199 0.461 -0.700 -0.103 -0.117 0.110 0.198 0.169 0.306 0.777 -0.656 -0.354 -0.402 0.154 0.116 0.172 0.210 0.583 -0.495 -0.238 -0.383 0.312 0.177 0.203 0.176 -1.004 -0.746 0.741 -0.051 -0.669 0.358 0.339 0.156 0.404 0.471 0.414 -0.498 0.152 -0.445 -0.555 -0.676 -0.319 0.183 0.492 0.415 0.412 0.342

***

[3]
Density functional theory data (ωB97M-V/def2-TZVPD) for a 7-piece molecular cluster, C12H28Cl2N4O14 overall.

Results
structure (SMILES): C[N+](=O)[O-].C[N+](=O)[O-].C[N+](=O)[O-].C[N+](=O)[O-].COC(=O)OC.COC(=O)OC.ClCCCl
frontier orbital gap: 10.2 eV
total charge: 0
highest occupied orbital energy: -10.5 eV
LUMO energy: -0.3 eV

XYZ file:
```
60
C12H28Cl2N4O14, DFT ωB97M-V/def2-TZVPD
Cl 20.28878 14.45181 -4.99980
C 18.74144 13.67766 -4.54996
C 18.11319 12.99494 -5.74391
Cl 18.95156 11.48346 -6.16564
H 18.08722 14.45598 -4.17934
H 18.94839 12.91975 -3.80055
H 18.10393 13.63258 -6.62473
H 17.07312 12.75227 -5.52573
C 19.40290 18.60792 2.31321
N 20.08728 18.69641 3.61066
O 21.08668 18.03366 3.76996
O 19.59269 19.42884 4.45084
H 18.82659 19.51208 2.17773
H 18.75075 17.73420 2.35354
H 20.13357 18.42406 1.53455
C 23.38686 15.40684 0.14589
N 22.77622 16.75182 0.30896
O 21.82856 16.87093 1.06004
O 23.24522 17.64468 -0.36268
H 24.45636 15.54444 0.04471
H 22.96526 14.99314 -0.76539
H 23.12943 14.82300 1.02136
C 10.48502 15.86060 -0.08942
N 11.57296 14.83708 -0.16304
O 11.39969 13.80175 0.43654
O 12.57614 15.11832 -0.79297
H 10.81145 16.74119 -0.62258
H 10.36894 16.06505 0.97314
H 9.57579 15.39131 -0.44796
C 13.06330 13.76597 -4.61522
N 13.66596 15.02882 -5.12713
O 12.91263 15.88826 -5.53255
O 14.87729 15.12015 -5.07311
H 12.07002 13.67368 -5.03557
H 13.04138 13.84236 -3.53098
H 13.71378 12.95086 -4.91273
C 15.12331 15.61267 2.30831
O 14.76754 16.84135 2.93694
C 15.77360 17.53276 3.45772
O 16.89817 17.13813 3.63074
O 15.32350 18.74584 3.75918
C 16.28398 19.61969 4.33892
H 15.74302 15.81565 1.43325
H 14.23839 15.09434 1.94398
H 15.64967 14.97120 3.01254
H 15.74936 20.50445 4.66429
H 17.04795 19.89593 3.61202
H 16.83075 19.16039 5.16169
C 19.85876 16.42980 -1.68877
O 18.76440 15.60438 -2.07472
C 17.71466 15.49323 -1.27425
O 17.56392 15.99149 -0.19130
O 16.84425 14.70197 -1.88576
C 15.63451 14.38811 -1.23374
H 19.70322 17.44308 -2.04603
H 20.71640 16.00023 -2.20577
H 20.05439 16.35494 -0.62202
H 15.79122 13.94858 -0.24351
H 15.11328 13.67885 -1.86397
H 15.01896 15.26597 -1.03826
```

Table of Mulliken atomic charges, one value per atom, all in e: -0.225 -0.078 -0.303 -0.205 0.020 0.335 0.362 0.107 -0.640 1.047 -0.558 -0.587 0.268 0.199 0.313 -0.711 0.866 -0.454 -0.551 0.306 0.247 0.285 -0.758 0.838 -0.520 -0.496 0.321 0.308 0.291 -0.570 0.912 -0.534 -0.499 0.293 0.142 0.263 -0.357 -0.377 0.849 -0.585 -0.377 -0.511 0.122 0.199 0.310 0.283 0.138 0.306 -0.633 -0.215 0.710 -0.653 -0.196 -0.757 0.330 0.197 0.242 0.389 0.220 0.328

***

[4]
Density functional theory data (ωB97M-V/def2-TZVPD) for C12H28Cl2N4O4Zn as an isolated structure.

Results
frontier orbital gap (spin up / spin down): 9.9 / 4.5 eV
total charge: +1
energy above the lowest of the compared OMol25 structures with the same formula, charge and spin: 0.0 kcal/mol
expectation value of S²: 0.7548
highest occupied orbital energy (spin up / spin down): -12.0 / -11.6 eV
multiplicity: 2
LUMO energy (spin up / spin down): -2.0 / -7.1 eV

XYZ file:
```
51
C12H28Cl2N4O4Zn, DFT ωB97M-V/def2-TZVPD
Zn 0.44437 -1.25077 -0.88265
Cl 2.69386 -1.54009 -1.98632
Cl -0.77920 -3.23339 -1.23718
C -0.39583 -0.55887 -4.77240
C -0.91418 0.00133 -3.44930
O -0.36477 -0.34043 -2.43570
N -1.90894 0.88672 -3.58184
C -2.44859 1.73647 -2.59125
H 0.63853 -0.21617 -4.74495
H -0.89919 -0.05696 -5.59873
H -0.58758 -1.63072 -4.72275
H -2.32738 1.03331 -4.48932
H -2.17446 2.77220 -2.79177
H -2.18934 1.43420 -1.57659
H -3.52953 1.72462 -2.73095
C 3.09909 -1.80213 2.55891
C 1.70751 -2.15958 2.12587
O 1.20045 -1.72413 1.07751
N 1.12962 -3.12027 2.87901
C -0.06126 -3.78618 2.43551
H 3.45881 -2.43662 3.36892
H 3.11466 -0.75595 2.86449
H 3.78950 -1.91354 1.72283
H 1.57383 -3.47768 3.71270
H -0.85323 -3.21088 1.95603
H -0.50826 -4.28432 3.29583
H 0.24209 -4.59838 1.77489
C -1.30719 0.67054 2.26929
C -1.91175 0.11577 0.92397
O -1.11268 -0.31725 0.12455
N -3.21062 -0.11080 0.90209
C -3.92537 -0.64229 -0.24809
H -1.49635 -0.03714 3.07644
H -1.82300 1.60989 2.46845
H -0.22993 0.83457 2.24287
H -3.82997 0.20330 1.63547
H -3.49810 -0.31899 -1.19731
H -4.97919 -0.37766 -0.16128
H -3.81015 -1.72220 -0.34089
C 3.43778 1.66358 0.41588
C 1.94335 1.75495 0.27293
O 1.35946 0.74978 -0.10407
N 1.30898 2.88061 0.59326
C 1.95576 4.17351 0.75080
H 3.98958 2.34017 -0.23668
H 3.75147 0.66876 0.09962
H 3.70770 1.96178 1.42896
H 0.30578 2.78398 0.52727
H 1.19051 4.89608 1.03433
H 2.34093 4.51032 -0.21165
H 2.69237 4.21713 1.55304
```

Table of Mulliken atomic charges, one value per atom, all in e: 1.109 -0.050 -0.468 -1.096 0.499 -0.266 -0.135 -0.774 0.268 0.363 0.276 0.263 0.325 0.082 0.357 -0.885 0.470 -0.519 -0.188 -0.761 0.396 0.178 0.228 0.263 0.126 0.343 0.327 -1.363 0.495 -0.082 -0.120 -0.650 0.388 0.463 0.131 0.298 0.027 0.358 0.267 -1.328 0.507 -0.270 -0.059 -1.021 0.410 0.159 0.402 0.247 0.374 0.338 0.299

***

Energy, record by record: -82079.05498, -48178.37076, -72557.40802, -100508.08649 eV
Max |F|, record by record: 0.89, 4.82, 1.16, 4.25 eV/A